Formula: C3H4N4O2
Source: the Open Molecules 2025 dataset
Level of theory: ωB97M-V/def2-TZVPD

Positions of all 13 atoms, in Å:
C -0.64732 -0.52386 -1.60544
C 1.44928 -0.33002 -0.33082
C 0.60823 0.44978 1.42406
H -2.24477 0.16242 -0.00698
H -0.07968 -0.88482 -2.45343
H 2.15418 -0.62202 -1.12047
H 1.40557 1.09289 3.02911
N -1.92227 -0.45020 -1.78354
N 0.13178 -0.19141 -0.50881
N 1.79668 0.11718 0.85584
N -0.43519 0.29182 0.65298
O -2.75107 -0.10420 -0.78932
O 0.53459 0.99246 2.63681

Cartesian forces (eV/Å) of the 2 atoms listed first:
C -1.45 -0.07 -1.09
C 0.88 0.64 -0.32

Results
LUMO   0.62 eV
Gap between HOMO and LUMO   9.9 eV
SMILES   O/N=C\n1cnc(O)n1


Formula: C3H4N4O2
Source: the Open Molecules 2025 dataset
Level of theory: ωB97M-V/def2-TZVPD

Positions of all 13 atoms, in Å:
C 0.08278 1.67643 1.57123
C 1.20094 0.07011 -1.18898
C 0.32756 -0.93931 -0.67869
H -2.04090 -1.03536 0.54316
H 0.11124 0.96188 2.68304
H 1.53688 -0.12433 -2.27680
H -0.72892 -2.73798 -0.85975
N -0.34015 -0.45965 0.46343
N 0.05981 0.96370 0.34135
N 1.03576 1.22117 -0.66408
N -0.05109 -2.06050 -1.20039
O -1.69728 -0.42800 -0.13175
O 0.50336 2.89183 1.39823

Cartesian forces (eV/Å) of the 2 atoms listed first:
C 4.36 3.91 -0.69
C 0.33 -0.32 -4.07

Results
LUMO   -0.82 eV
Gap between HOMO and LUMO   9.0 eV
SMILES   [H]/N=c1/cnn(C=O)n1O


Formula: C3H4N4O2
Source: the Open Molecules 2025 dataset
Level of theory: ωB97M-V/def2-TZVPD

Positions of all 13 atoms, in Å:
C -1.19923 -0.14154 -0.00491
C -0.24448 1.92711 -0.07244
C 1.27908 -0.00832 0.01473
H 0.98428 -2.33724 -0.05397
H -2.24449 -1.69837 -0.28727
H 0.00487 3.02600 -0.16486
H 3.20304 -0.20101 -0.40521
N 0.02105 -0.67776 0.30278
N -2.39174 -0.68711 -0.15855
N -1.34611 1.34746 -0.05646
N 2.32899 -0.57731 -0.28945
O 0.02775 -2.08608 0.11290
O 1.06658 1.42485 0.22445

Cartesian forces (eV/Å) of the 2 atoms listed first:
C -5.56 1.92 -0.16
C 2.66 1.98 1.13

Results
LUMO   0.59 eV
Gap between HOMO and LUMO   10.2 eV
SMILES   [H]/N=c1/nco/c(=N\[H])n1O


Formula: C3H4N4O4
Source: the Open Molecules 2025 dataset
Level of theory: ωB97M-V/def2-TZVPD

Positions of all 15 atoms, in Å:
C 0.47706 0.40837 0.27395
C -0.56367 1.25515 0.26476
C 0.06550 -1.06232 -0.19246
N -1.82132 0.70199 0.04391
N -1.36518 -0.91321 -0.37782
N -3.10715 1.24676 -0.06272
N -2.15495 -1.85930 0.12529
O -3.29057 2.32218 0.51524
O -3.85695 0.69444 -0.81296
O -3.29600 -1.58105 0.44574
O -1.71392 -3.00914 0.13226
H 1.50361 0.43126 0.26781
H -0.34039 2.34105 0.39878
H 0.60656 -1.13543 -1.21697
H 0.35509 -1.82902 0.45791

Cartesian forces (eV/Å) of the 2 atoms listed first:
C -3.45 -2.61 -1.09
C 2.00 1.16 0.71

Results
LUMO   -0.90 eV
Gap between HOMO and LUMO   8.8 eV
SMILES   O=[N+]([O-])N1C=CCN1[N+](=O)[O-]


Formula: C3H4N5
Source: the Open Molecules 2025 dataset
Level of theory: ωB97M-V/def2-TZVPD

Positions of all 12 atoms, in Å:
C -2.41118 -0.26038 -0.04533
C -0.82014 -0.77525 -0.07597
C 0.05806 0.43459 0.02624
N -4.19586 0.94645 -0.08680
N -2.82961 1.02111 -0.11410
N -3.45161 -1.09546 0.13983
N -4.53406 -0.35014 0.07155
N -0.47937 -1.97756 -0.11841
H -0.02565 0.84573 1.14457
H -0.28599 1.16139 -0.54193
H 0.98785 0.12625 -0.36462
H 0.55300 -2.24894 -0.12242

Cartesian forces (eV/Å) of the 2 atoms listed first:
C 1.43 -1.19 0.61
C -3.31 2.46 0.54

Results
Total charge   -1
LUMO   3.84 eV
Gap between HOMO and LUMO   8.6 eV


Formula: C3H4N5O
Source: the Open Molecules 2025 dataset
Level of theory: ωB97M-V/def2-TZVPD

Positions of all 13 atoms, in Å:
C -1.28753 2.22258 0.69669
C 1.88465 1.62900 -0.76414
C -0.64076 -0.15277 0.17404
N -2.25752 2.82973 0.82325
N 0.34327 -0.72472 -0.27949
N 0.96403 1.82085 0.12192
N -1.93732 -0.33244 0.49228
N -0.22329 1.47817 0.42126
O 2.99843 1.22526 -0.82561
H 1.29684 1.89903 -1.75876
H 1.43882 -0.64612 -0.31112
H -2.27929 -1.25879 0.42492
H -2.53399 0.39972 0.84234

Cartesian forces (eV/Å) of the 2 atoms listed first:
C 0.12 2.60 0.48
C 1.93 -2.00 -4.33

Results
Total charge   +1
LUMO (spin up / spin down)   -8.30 / -8.30 eV
Gap between HOMO and LUMO (spin up / spin down)   7.3 / 7.3 eV
SMILES   [H]/N=C(N)\[N+](C#N)=N/C=O


Formula: C3H4N6
Source: the Open Molecules 2025 dataset
Level of theory: ωB97M-V/def2-TZVPD

Positions of all 13 atoms, in Å:
C -1.55919 -0.92871 0.08992
C -0.24947 -1.38726 -0.19439
C -1.52050 0.44291 0.22698
N 0.51968 -0.26972 -0.34149
N 1.96000 -0.31734 -0.65183
N 2.81087 0.39929 0.29341
N -0.18385 0.82392 -0.10402
N 2.67116 -0.83082 0.48863
N 0.37281 2.01227 -0.10724
H -2.57456 -1.39300 0.26532
H 0.23093 -2.34410 -0.33751
H -2.34919 1.01541 0.05298
H -0.12868 2.77714 0.31925

Cartesian forces (eV/Å) of the 2 atoms listed first:
C 0.17 -1.70 0.49
C -1.97 -0.39 0.07

Results
LUMO   -0.70 eV
Gap between HOMO and LUMO   6.4 eV


Formula: C3H4NO
Source: the Open Molecules 2025 dataset
Level of theory: ωB97M-V/def2-TZVPD

Positions of all 9 atoms, in Å:
C 1.32081 -0.12053 -0.06048
C -1.50573 -1.03514 0.00019
C 0.00263 0.82381 -0.01890
N -1.11530 0.02792 0.02729
O 1.10428 -1.23536 0.17696
H 2.34889 0.43896 -0.17290
H -2.12108 -1.95831 -0.29922
H 0.19535 1.39674 0.95933
H -0.22986 1.66191 -0.61227

Cartesian forces (eV/Å) of the 2 atoms listed first:
C 0.08 3.62 -0.61
C -2.48 -2.99 -1.25

Results
Total charge   +1
LUMO   -5.25 eV
Gap between HOMO and LUMO   10.5 eV
SMILES   C#[N+]CC=O


Formula: C3H4NO
Source: the Open Molecules 2025 dataset
Level of theory: ωB97M-V/def2-TZVPD

Positions of all 9 atoms, in Å:
C 0.50065 0.21979 0.03215
C -2.07771 0.45710 -0.00027
C 2.18460 -0.15171 -0.03920
N -0.79792 0.29901 -0.01279
O 1.46774 1.06674 0.02242
H -2.58779 0.54812 -0.91943
H -2.64316 0.27981 1.06697
H 2.50494 -0.33881 0.91315
H 2.56176 -0.71785 -0.89202

Cartesian forces (eV/Å) of the 2 atoms listed first:
C -0.48 -1.77 -0.57
C 1.86 -1.72 3.86

Results
Total charge   +1
LUMO   -5.80 eV
Gap between HOMO and LUMO   10.3 eV
SMILES   C=[N+]=C1CO1


Formula: C3H4NO
Source: the Open Molecules 2025 dataset
Level of theory: ωB97M-V/def2-TZVPD

Positions of all 9 atoms, in Å:
C 0.96929 0.25039 -0.55333
C -0.83625 -0.22534 0.35234
C -0.38350 -0.55294 -1.10723
N 0.24303 0.31939 0.75447
O -0.84146 -0.73078 -2.16207
H 1.91211 -0.30305 -0.63823
H 0.98881 1.14752 -1.16932
H -2.47020 -0.62209 2.78713
H 0.41815 0.71689 1.73623

Cartesian forces (eV/Å) of the 2 atoms listed first:
C -0.14 -1.03 -1.19
C -1.07 -0.86 1.10

Results
Total charge   +1
LUMO (spin up / spin down)   -6.80 / -7.66 eV
Gap between HOMO and LUMO (spin up / spin down)   8.8 / 7.3 eV


Formula: C3H4NO2
Source: the Open Molecules 2025 dataset
Level of theory: ωB97M-V/def2-TZVPD

Positions of all 10 atoms, in Å:
C -0.87669 -0.53862 -0.44335
C 0.05268 0.66203 0.14133
C 1.48421 0.20926 0.20856
N -2.08193 -0.53744 -0.14392
O -0.48872 1.69720 0.26645
O -3.11988 -0.29672 0.25761
H -0.48545 -1.36464 -0.97026
H 2.13196 1.09757 0.17648
H 1.75974 -0.30095 1.10549
H 1.62408 -0.62769 -0.59840

Cartesian forces (eV/Å) of the 2 atoms listed first:
C -1.76 -0.31 0.76
C 0.01 0.45 -0.34

Results
Total charge   +1
LUMO (spin up / spin down)   -7.81 / -7.81 eV
Gap between HOMO and LUMO (spin up / spin down)   8.7 / 8.7 eV
SMILES   CC(=O)C=[N+]=O


Formula: C3H4NO2
Source: the Open Molecules 2025 dataset
Level of theory: ωB97M-V/def2-TZVPD

Positions of all 10 atoms, in Å:
C 0.46437 0.57242 0.43851
C -1.91356 0.73222 0.21456
C 1.00771 -0.50852 -0.32006
N 0.24499 -1.14883 -1.08046
O -3.04282 0.56085 0.26176
O -0.79172 1.11225 0.07006
H 1.13341 1.37604 0.60277
H 2.11867 -0.85532 -0.09306
H 0.28629 0.17218 1.43967
H 0.49267 -2.01330 -1.53376

Cartesian forces (eV/Å) of the 2 atoms listed first:
C 1.36 -0.13 3.59
C -2.70 -0.39 -0.55

Results
Total charge   +1
LUMO   -5.19 eV
Gap between HOMO and LUMO   9.9 eV